{
  "formula": "C38H38Cl7GeN2NaP",
  "method": "the ωB97M-V functional and the def2-TZVPD basis",
  "symbols": ["Na", "N", "C", "C", "C", "C", "C", "C", "P", "C", "C", "C", "C", "C", "C", "C", "C", "C", "C", "C", "C", "H", "H", "H", "H", "H", "H", "H", "H", "H", "H", "H", "H", "H", "H", "H", "H", "Cl", "C", "C", "C", "C", "C", "Cl", "C", "N", "H", "H", "H", "C", "C", "C", "C", "Ge", "C", "C", "C", "C", "H", "H", "H", "H", "H", "H", "H", "H", "H", "H", "H", "H", "H", "H", "H", "H", "H", "H", "H", "Cl", "C", "C", "C", "Cl", "C", "Cl", "C", "Cl", "C", "Cl"],
  "positions_angstrom": [[-0.6872, -0.4436, 0.9687], [-0.4860, 2.1783, 0.7798], [0.0829, 2.7752, 1.9058], [-0.5132, 3.9185, 2.4524], [0.0054, 4.5207, 3.5789], [1.1442, 4.0048, 4.1897], [1.7212, 2.8637, 3.6689], [1.2023, 2.2205, 2.5437], [1.8551, 0.6199, 1.9530], [3.5554, 1.0036, 1.4006], [3.8075, 0.9118, 0.0350], [5.0649, 1.2134, -0.4724], [6.0822, 1.6002, 0.3832], [5.8446, 1.6836, 1.7504], [4.5909, 1.3860, 2.2552], [2.1059, -0.2960, 3.5107], [3.1498, -1.2142, 3.6177], [3.2390, -2.0547, 4.7165], [2.2780, -2.0007, 5.7149], [1.2254, -1.1046, 5.6055], [1.1348, -0.2599, 4.5101], [-1.2689, 2.6848, 0.3963], [0.1678, 1.8946, 0.0603], [-1.4000, 4.3212, 1.9768], [-0.4799, 5.4005, 3.9829], [1.5584, 4.4747, 5.0721], [2.5774, 2.4282, 4.1687], [3.0144, 0.5931, -0.6327], [5.2457, 1.1364, -1.5372], [7.0649, 1.8299, -0.0100], [6.6404, 1.9781, 2.4235], [4.4169, 1.4325, 3.3227], [3.8952, -1.2813, 2.8341], [4.0561, -2.7624, 4.7841], [2.3401, -2.6672, 6.5660], [0.4556, -1.0718, 6.3661], [0.2847, 0.4035, 4.4157], [1.9775, -2.4343, -1.6850], [0.3746, -3.1039, -1.4626], [0.2702, -4.4805, -1.4030], [-0.9374, -5.0712, -1.0676], [-2.0129, -4.2490, -0.7562], [-1.8804, -2.8807, -0.8374], [-3.2520, -1.9126, -0.3342], [-0.6928, -2.1936, -1.2335], [-0.6202, -0.8583, -1.2140], [1.1522, -5.0787, -1.5894], [-1.0279, -6.1469, -1.0066], [-2.9592, -4.6624, -0.4338], [-4.6381, -0.6336, -3.6731], [-3.1889, -0.1671, -3.6737], [-2.9555, 1.0058, -2.7282], [-1.5469, 1.5929, -2.7997], [-0.0839, 0.2868, -2.4943], [0.6170, -0.4705, -4.1867], [0.8292, 0.5585, -5.3004], [-0.3764, 0.7377, -6.2156], [-0.1122, 1.7313, -7.3385], [-4.7883, -1.4820, -4.3434], [-5.3075, 0.1693, -3.9934], [-4.9404, -0.9430, -2.6721], [-2.8973, 0.1137, -4.6913], [-2.5375, -0.9968, -3.3801], [-3.1513, 0.6647, -1.7081], [-3.6963, 1.7852, -2.9484], [-1.4287, 2.3710, -2.0382], [-1.3777, 2.0928, -3.7582], [1.0821, 1.1818, -1.9332], [-0.0169, -1.2907, -4.5352], [1.5681, -0.9244, -3.9142], [1.6822, 0.2664, -5.9247], [1.1031, 1.5334, -4.8761], [-1.2415, 1.0624, -5.6357], [-0.6492, -0.2360, -6.6354], [0.1467, 2.7132, -6.9354], [-0.9839, 1.8576, -7.9833], [0.7221, 1.4050, -7.9639], [-0.4765, -2.8335, 2.6099], [-1.9917, -1.9994, 3.0689], [-2.0310, -0.6325, 2.9526], [-3.2407, -0.0680, 3.2838], [-3.4040, 1.6913, 3.1350], [-4.3549, -0.7817, 3.7082], [-5.8528, -0.0103, 4.1085], [-4.2523, -2.1699, 3.8033], [-5.6075, -3.1076, 4.3241], [-3.0533, -2.8006, 3.4756], [-2.9311, -4.5222, 3.5758]],
  "mulliken_charge": [0.7294, 0.0343, 0.2205, -0.6103, -0.7272, -0.8856, 0.1394, 0.3263, 1.1416, 0.1722, -0.5583, -0.6996, -0.4753, -0.6939, 0.0526, 0.1216, -0.6427, -0.6653, -0.4896, -0.6053, -0.5532, 0.2151, -0.0682, 0.4214, 0.3767, 0.4112, 0.1775, 0.4780, 0.4461, 0.3653, 0.3997, 0.2531, 0.4592, 0.3903, 0.3697, 0.4134, 0.3315, -0.2349, 1.0393, -0.6347, -0.6049, -0.5260, 1.0711, -0.1951, -1.4908, 0.4570, 0.4152, 0.3602, 0.4290, -1.6145, 0.6836, -0.4986, -0.7705, -1.1666, -0.6488, -0.8707, 0.3123, -1.4842, 0.3963, 0.3898, 0.2817, 0.0521, -0.1548, -0.0380, 0.5403, 0.4494, 0.5484, -0.3499, 0.4021, 0.4826, 0.4784, 0.2533, -0.2086, 0.3340, 0.3105, 0.4066, 0.3333, -0.1678, 1.2189, -0.9702, 0.5650, -0.2260, -0.5234, -0.2168, 0.6843, -0.2339, -0.6276, -0.2087],
  "charge": -1,
  "orbital_gap_ev": 6.554,
  "homo_ev": -4.50,
  "e_above_lowest_kcal_mol": 8.9
}

***

{
  "formula": "C38H38ClGaOP2S",
  "method": "the ωB97M-V functional and the def2-TZVPD basis",
  "symbols": ["Ga", "Cl", "P", "P", "C", "C", "C", "C", "C", "C", "C", "C", "C", "C", "C", "H", "H", "H", "H", "H", "C", "C", "C", "C", "C", "H", "H", "H", "H", "H", "C", "C", "C", "C", "C", "H", "H", "H", "H", "H", "C", "C", "C", "C", "C", "H", "H", "H", "H", "H", "C", "C", "C", "C", "C", "H", "H", "H", "H", "H", "C", "C", "C", "C", "C", "H", "H", "H", "H", "H", "H", "H", "C", "S", "C", "O", "H", "H", "H", "H", "H", "H"],
  "positions_angstrom": [[0.0000, 0.0000, 0.0000], [2.4708, -0.0027, -0.3833], [-0.0279, -2.3174, -0.2215], [0.0004, 2.3170, -0.2380], [0.3001, -3.2176, 1.3339], [1.2070, -3.0219, -1.3654], [-1.6235, -2.9976, -0.7950], [-1.6563, 3.0862, -0.2918], [0.8472, 3.1986, 1.1192], [0.8395, 2.9501, -1.7298], [-0.6307, -4.0774, 1.9276], [-0.3129, -4.7358, 3.1170], [0.9334, -4.5444, 3.7117], [1.8654, -3.6895, 3.1177], [1.5535, -3.0235, 1.9360], [-1.6013, -4.2298, 1.4660], [-1.0419, -5.3976, 3.5766], [1.1781, -5.0569, 4.6380], [2.8367, -3.5361, 3.5794], [2.2716, -2.3512, 1.4691], [-2.7958, -2.5866, -0.1430], [-4.0318, -3.0952, -0.5312], [-4.1140, -4.0064, -1.5870], [-2.9542, -4.4092, -2.2468], [-1.7112, -3.9121, -1.8502], [-2.7332, -1.8623, 0.6640], [-4.9330, -2.7733, -0.0168], [-5.0801, -4.3951, -1.8965], [-3.0123, -5.1125, -3.0726], [-0.8107, -4.2311, -2.3648], [1.7515, -4.2901, -1.1173], [2.6631, -4.8487, -2.0113], [3.0410, -4.1442, -3.1554], [2.5088, -2.8780, -3.4000], [1.5992, -2.3152, -2.5073], [1.4680, -4.8350, -0.2218], [3.0831, -5.8300, -1.8096], [3.7576, -4.5769, -3.8480], [2.8143, -2.3185, -4.2796], [1.2039, -1.3190, -2.6717], [2.1888, 3.5593, 0.9151], [2.8847, 4.2339, 1.9139], [2.2568, 4.5455, 3.1227], [0.9261, 4.1840, 3.3287], [0.2185, 3.5147, 2.3285], [2.6722, 3.3054, -0.0269], [3.9223, 4.5113, 1.7509], [2.8057, 5.0655, 3.9029], [0.4346, 4.4215, 4.2681], [-0.8185, 3.2376, 2.4905], [-2.7418, 2.3818, 0.2488], [-4.0128, 2.9498, 0.2619], [-4.2175, 4.2210, -0.2798], [-3.1446, 4.9220, -0.8283], [-1.8663, 4.3610, -0.8303], [-2.5848, 1.3851, 0.6502], [-4.8462, 2.3967, 0.6858], [-5.2115, 4.6594, -0.2789], [-3.2987, 5.9082, -1.2569], [-1.0334, 4.9117, -1.2553], [1.1027, 4.3193, -1.8707], [1.7030, 4.8020, -3.0329], [2.0454, 3.9226, -4.0604], [1.7900, 2.5576, -3.9209], [1.1956, 2.0714, -2.7594], [0.8455, 5.0050, -1.0693], [1.9080, 5.8643, -3.1313], [2.5193, 4.2987, -4.9627], [2.0697, 1.8670, -4.7115], [1.0176, 1.0092, -2.6308], [-1.5930, 0.0018, 0.0208], [-0.2606, -0.0073, -1.6276], [0.4650, -0.8922, 4.1139], [-0.8034, -0.6647, 2.8040], [-1.5174, 0.8323, 3.5591], [0.1608, 0.0723, 1.8399], [0.3978, -0.1439, 4.9297], [1.4901, -0.8374, 3.6923], [0.3163, -1.8881, 4.5742], [-0.7313, 1.5245, 3.9177], [-2.1839, 1.3447, 2.8445], [-2.1368, 0.5286, 4.4285]],
  "mulliken_charge": [2.9567, -0.2562, 1.3255, 1.0525, -0.2192, 0.1621, 0.1573, 0.6771, 0.4152, 0.7467, -0.3695, -0.7340, -0.5969, -0.7158, 0.0078, 0.4601, 0.4606, 0.4024, 0.4639, 0.4078, -0.2786, -0.8135, -0.6296, -0.7321, -0.4761, 0.3565, 0.4485, 0.4229, 0.4532, 0.4192, -0.1998, -0.7563, -0.5974, -0.7339, -0.3190, 0.4452, 0.4449, 0.4214, 0.4647, 0.0945, -0.3039, -0.8578, -0.5814, -0.8604, -0.7057, 0.5405, 0.4517, 0.4262, 0.5019, 0.8732, 0.2097, -0.9618, -0.6348, -0.8281, -0.6475, -0.1248, 0.4556, 0.4102, 0.4716, 0.2211, -0.4559, -0.9989, -0.6376, -0.7178, -0.1085, 0.5341, 0.4327, 0.4213, 0.4794, -0.6149, -0.0235, -0.2169, -0.9929, 0.8233, -1.0719, -0.3812, 0.4600, 0.2675, 0.3815, 0.3742, 0.1688, 0.5828],
  "charge": 2,
  "orbital_gap_ev": [4.768, 5.267],
  "homo_ev": [-14.14, -14.15]
}

***

{
  "formula": "C38H38CsI3N4O3Sb2",
  "method": "the ωB97M-V functional and the def2-TZVPD basis",
  "symbols": ["Cs", "C", "O", "C", "C", "C", "C", "C", "C", "N", "N", "C", "C", "C", "C", "O", "C", "N", "C", "C", "C", "C", "H", "H", "H", "H", "H", "H", "H", "H", "H", "H", "H", "H", "C", "Sb", "C", "C", "C", "C", "C", "C", "C", "C", "C", "Sb", "C", "C", "H", "H", "H", "H", "H", "H", "H", "H", "H", "H", "H", "H", "H", "H", "H", "H", "H", "H", "H", "H", "I", "C", "C", "C", "I", "C", "C", "C", "C", "N", "C", "C", "O", "H", "H", "H", "H", "I", "C", "H", "H"],
  "positions_angstrom": [[0.3459, 0.5401, -0.3210], [0.4474, 6.5398, 3.4159], [-0.9286, 6.8682, 3.3813], [-1.6087, 6.5535, 2.2387], [-2.9485, 6.9188, 2.2003], [-3.7171, 6.6240, 1.0876], [-3.1788, 5.9318, 0.0091], [-1.8272, 5.5986, 0.0437], [-1.0425, 5.9032, 1.1457], [-3.9935, 5.7835, -1.1708], [-4.0519, 4.7210, -1.8310], [-3.5812, 3.4860, -1.3448], [-3.7769, 3.0435, -0.0428], [-3.3070, 1.8232, 0.3990], [-2.5223, 0.9692, -0.4204], [-1.9889, -0.0844, 0.0057], [-2.3288, 1.4225, -1.8080], [-1.5568, 0.6445, -2.6068], [-1.3880, 0.9840, -3.8585], [-1.9763, 2.1363, -4.4208], [-2.7148, 2.9621, -3.6240], [-2.9143, 2.6275, -2.2619], [0.8274, 6.9188, 4.3614], [0.9921, 7.0105, 2.5922], [0.6034, 5.4590, 3.3724], [-3.3730, 7.4328, 3.0536], [-4.7605, 6.9145, 1.0517], [-1.3778, 5.0785, -0.7917], [-0.0023, 5.6062, 1.1409], [-4.3370, 3.6694, 0.6415], [-3.5031, 1.4881, 1.4100], [-0.7550, 0.3325, -4.4547], [-1.8168, 2.3653, -5.4672], [-3.1543, 3.8745, -4.0064], [2.8338, -2.5825, 2.9420], [1.4482, -2.1768, 1.3205], [1.7894, -4.1417, 0.4857], [-0.3342, -2.6507, 2.5551], [-0.8457, -4.0417, 2.4260], [-0.3364, -5.0368, 3.2615], [-0.7155, -6.3671, 3.1509], [-1.6418, -6.7168, 2.1761], [-2.1698, -5.7387, 1.3498], [-1.8010, -4.3857, 1.4368], [-2.3736, -3.4031, 0.5043], [-1.0446, -2.8103, -1.3569], [-1.0806, -4.9296, -1.8265], [-2.9018, -2.3363, -2.3358], [2.6372, -3.5730, 3.3573], [2.7387, -1.8295, 3.7261], [3.8517, -2.5496, 2.5487], [1.0329, -4.8413, 0.8454], [2.7768, -4.4895, 0.7989], [1.7464, -4.0950, -0.6031], [-1.0802, -1.9115, 2.2613], [-0.0182, -2.4410, 3.5797], [0.3896, -4.7489, 4.0170], [-0.2933, -7.1152, 3.8121], [-1.9579, -7.7483, 2.0631], [-2.9010, -6.0167, 0.5975], [-2.5706, -2.4288, 0.9535], [-3.2941, -3.7874, 0.0568], [-2.1233, -5.2456, -1.9102], [-0.6115, -5.5004, -1.0240], [-0.5640, -5.1298, -2.7642], [-3.5582, -3.2088, -2.3042], [-2.7063, -2.0514, -3.3680], [-3.3745, -1.5045, -1.8127], [3.2300, 4.0964, 1.3942], [4.3182, 2.5368, 0.5265], [5.6018, 2.7918, 0.0503], [6.3285, 1.8036, -0.5606], [8.2514, 2.2783, -1.2531], [5.7864, 0.5001, -0.7094], [6.4438, -0.5668, -1.3624], [5.8412, -1.7878, -1.4591], [4.5774, -1.9635, -0.8716], [3.9395, -1.0012, -0.2558], [4.4924, 0.2297, -0.1868], [3.6675, 1.2821, 0.4388], [2.4903, 1.0765, 0.8188], [6.0208, 3.7833, 0.1616], [7.4240, -0.4004, -1.7900], [6.3174, -2.6092, -1.9795], [4.0791, -2.9283, -0.9143], [1.8940, -1.5694, -3.7202], [-0.0432, -2.5970, -3.7153], [0.2162, -3.5483, -4.1945], [-0.6079, -2.0197, -4.4579]],
  "mulliken_charge": [1.6814, -0.7253, -0.4848, 0.7989, -0.4813, -0.3334, 0.0157, -0.4588, -0.2835, -0.7209, -0.3635, -0.1364, -0.2767, -1.1081, 0.2511, -0.5947, 0.5537, 0.0502, -0.4001, -0.8068, -0.8091, 0.9150, 0.2562, 0.3351, 0.2932, 0.3973, 0.3564, 0.3947, 0.3338, 0.3700, 0.5048, 0.2662, 0.3927, 0.4466, -1.5455, 0.0929, -1.4158, -1.3727, 0.4815, -0.3633, -0.7060, -0.5976, -0.5832, 1.5775, -2.2869, 0.4585, -1.3372, -1.3576, 0.4511, 0.4056, 0.3655, 0.3131, 0.5530, 0.2945, 0.2132, 0.7387, 0.2759, 0.3634, 0.3747, 0.2792, 0.5017, 0.6746, 0.3646, 0.3159, 0.4345, 0.5630, 0.3930, 0.2095, 0.0172, -0.3730, -0.4660, -0.2351, -0.0434, 1.1440, -0.6528, -0.9601, -0.2869, 0.4310, -0.3287, 0.3124, -0.7599, 0.3112, 0.1488, 0.4116, 0.2725, -0.2314, -1.2455, 0.4710, 0.3038],
  "charge": -2,
  "orbital_gap_ev": 4.590,
  "homo_ev": -1.36,
  "e_above_lowest_kcal_mol": 3.9
}

***

Question: Number 3 is which compound?
Answer: C38H38CsI3N4O3Sb2